Record 1
Here is a structure of composition C27H24AsCl2N9O3Tc at a distorted geometry from the OMol25 dataset. Energies are from wB97M-V/def2-TZVPD.

Last column: natural (NBO) charge in e.
CARTESIAN COORDINATES (ANGSTROEM)
Tc: -0.14 0.03 -0.07  0.986
Cl: 1.26 -6.18 -2.70  0.110
C: 0.73 -4.57 -2.49  -0.046
C: 0.76 -4.01 -1.24  -0.240
C: 0.31 -2.68 -1.06  0.154
N: 0.16 -2.03 0.11  -0.459
C: 0.74 -2.55 1.28  0.665
O: 1.77 -3.19 1.27  -0.535
C: 0.03 -2.22 2.56  0.057
C: 0.48 -2.81 3.73  -0.181
C: -0.21 -2.55 4.90  -0.143
C: -1.31 -1.72 4.85  -0.213
C: -1.67 -1.16 3.63  0.037
N: -1.02 -1.40 2.49  -0.434
C: -0.13 -1.94 -2.21  0.226
C: -0.18 -2.53 -3.48  -0.287
C: 0.25 -3.83 -3.62  -0.016
Cl: 0.22 -4.55 -5.16  0.119
N: -0.57 -0.70 -1.87  -0.482
C: -1.59 -0.02 -2.54  0.674
O: -1.68 0.15 -3.73  -0.504
C: -2.60 0.48 -1.54  0.098
C: -3.84 0.93 -1.94  -0.180
C: -4.78 1.23 -0.96  -0.118
C: -4.43 1.05 0.37  -0.216
C: -3.15 0.62 0.69  0.084
N: -2.25 0.35 -0.25  -0.389
H: 1.12 -4.60 -0.42  0.270
H: 1.34 -3.46 3.70  0.258
H: 0.10 -3.00 5.83  0.246
H: -1.89 -1.50 5.73  0.246
H: -2.54 -0.51 3.58  0.191
H: -0.54 -1.97 -4.33  0.269
H: -4.06 1.01 -2.99  0.263
H: -5.77 1.57 -1.23  0.252
H: -5.14 1.25 1.17  0.252
H: -2.84 0.46 1.71  0.213
N: 4.08 -0.75 0.12  -0.304
C: 3.01 -0.75 -0.66  0.234
N: 2.04 -0.10 -0.03  -0.475
C: 2.60 0.24 1.16  0.284
N: 3.85 -0.13 1.29  -0.194
C: 1.78 0.95 2.14  0.119
C: 2.26 1.51 3.31  0.056
N: 1.46 2.19 4.13  -0.312
C: 0.19 2.32 3.76  0.020
C: -0.31 1.75 2.60  0.038
N: 0.49 1.04 1.79  -0.388
H: 4.99 -1.18 -0.05  0.452
H: 2.96 -1.21 -1.63  0.248
H: 3.30 1.41 3.59  0.239
H: -0.46 2.90 4.41  0.230
H: -1.34 1.87 2.30  0.217
C: -0.65 3.98 -2.79  -0.991
As: 0.66 2.89 -1.94  1.993
C: 1.97 3.99 -1.10  -0.994
C: 1.49 1.78 -3.25  -1.001
O: -0.13 1.97 -0.76  -1.088
H: -0.16 4.74 -3.40  0.269
H: -1.25 4.46 -2.01  0.268
H: -1.29 3.35 -3.41  0.268
H: 2.44 4.62 -1.85  0.270
H: 2.72 3.36 -0.62  0.256
H: 1.47 4.61 -0.36  0.269
H: 1.80 2.40 -4.09  0.274
H: 0.77 1.04 -3.59  0.269
H: 2.36 1.29 -2.81  0.247

The calculation puts the LUMO energy (spin up / spin down) at -7.58 / -7.59 eV. As for the charge: +2. The value obtained for the HOMO energy (spin up / spin down) is -13.2 / -13.2 eV. The orbital gap (spin up / spin down) is 5.67 / 5.65 eV. As for the multiplicity: 2.

=====

Record 2
Here is a cluster of 2 separate species, C6H11N2O in total at a distorted geometry from the OMol25 dataset. Energies are from wB97M-V/def2-TZVPD.

Last column: natural (NBO) charge in e.
CARTESIAN COORDINATES (ANGSTROEM)
C: 1.03 1.52 -0.57  -0.106
C: 3.86 0.51 -0.17  -0.047
C: 0.02 0.87 -0.47  0.067
C: -0.75 -1.40 -0.62  -0.416
C: -2.25 0.53 -0.62  -0.395
C: -0.92 -0.03 1.36  -0.426
N: 2.40 -0.83 1.05  -0.127
N: -0.96 0.00 -0.12  -0.278
O: 3.20 -0.29 0.43  -0.027
H: 1.78 2.27 -0.48  0.282
H: 4.83 0.53 -0.64  0.238
H: -1.80 -1.88 -0.66  0.239
H: -0.27 -1.51 -1.56  0.254
H: -0.01 -1.91 0.17  0.265
H: -2.45 1.43 -0.14  0.239
H: -2.24 0.67 -1.73  0.251
H: -2.98 -0.31 -0.50  0.233
H: -0.96 0.90 1.83  0.242
H: -1.69 -0.64 1.86  0.249
H: 0.17 -0.45 1.56  0.264

The calculation puts the LUMO energy (spin up / spin down) at -3.52 / -3.52 eV. As for the charge: +1. The value obtained for the HOMO energy (spin up / spin down) is -12.3 / -12.3 eV. The energy above the lowest of the compared OMol25 structures with the same formula, charge and spin is 1202.6 kJ/mol. The orbital gap (spin up / spin down) is 8.81 / 8.81 eV. As for the multiplicity: 1.

=====

Record 3
Here is a structure of composition C56H47F3INO6RbSb from the OMol25 dataset. Energies are from wB97M-V/def2-TZVPD.

Last column: Löwdin charge in e.
CARTESIAN COORDINATES (ANGSTROEM)
Rb: -0.55 -1.88 -1.04  0.954
C: -2.50 4.48 -2.40  0.011
C: -1.75 4.22 -1.09  -0.606
C: -1.47 5.53 -0.36  0.015
O: -2.47 3.37 -0.24  -0.049
C: -2.16 2.05 -0.68  -0.125
C: -0.64 2.13 -1.08  -0.101
O: -0.53 3.55 -1.36  -0.030
C: 0.66 1.68 -0.31  -0.451
O: 0.94 0.36 -0.51  -0.417
C: 1.85 2.46 -0.95  -0.114
C: 2.97 2.87 -0.23  -0.033
C: 4.09 3.38 -0.87  -0.095
C: 4.14 3.50 -2.24  -0.114
C: 3.04 3.07 -2.98  -0.102
C: 1.93 2.56 -2.35  -0.044
C: 0.50 2.05 1.17  -0.115
C: 0.66 3.35 1.66  -0.049
C: 0.52 3.63 3.01  -0.092
C: 0.23 2.62 3.91  -0.110
C: 0.05 1.32 3.43  -0.092
C: 0.18 1.05 2.08  -0.038
C: -2.83 0.90 0.15  -0.481
O: -2.15 -0.23 -0.10  -0.408
C: -4.30 0.80 -0.38  -0.116
C: -5.14 1.89 -0.56  -0.033
C: -6.43 1.73 -1.04  -0.106
C: -6.91 0.46 -1.34  -0.121
C: -6.08 -0.64 -1.17  -0.079
C: -4.78 -0.47 -0.70  -0.008
C: -3.03 1.13 1.68  -0.102
C: -3.03 -0.03 2.46  -0.032
C: -3.33 0.01 3.81  -0.101
C: -3.60 1.22 4.43  -0.127
C: -3.60 2.38 3.67  -0.103
C: -3.34 2.33 2.31  -0.026
H: -3.45 4.98 -2.20  0.084
H: -2.70 3.54 -2.92  0.083
H: -1.89 5.11 -3.05  0.084
H: -2.39 6.10 -0.27  0.083
H: -0.74 6.11 -0.93  0.090
H: -1.08 5.31 0.63  0.073
H: -2.63 1.92 -1.66  0.136
H: -0.57 1.58 -2.03  0.137
H: 2.98 2.76 0.84  0.102
H: 4.95 3.68 -0.26  0.092
H: 5.02 3.90 -2.74  0.085
H: 3.06 3.14 -4.07  0.092
H: 1.10 2.22 -2.96  0.115
H: 0.91 4.14 0.97  0.109
H: 0.65 4.65 3.36  0.090
H: 0.12 2.83 4.97  0.089
H: -0.21 0.53 4.12  0.101
H: 0.03 0.05 1.69  0.090
H: -4.78 2.89 -0.32  0.105
H: -7.07 2.60 -1.17  0.087
H: -7.92 0.33 -1.72  0.085
H: -6.43 -1.63 -1.41  0.080
H: -4.11 -1.30 -0.57  0.104
H: -2.79 -0.95 1.95  0.115
H: -3.32 -0.91 4.39  0.091
H: -3.82 1.26 5.50  0.083
H: -3.82 3.34 4.14  0.089
H: -3.36 3.25 1.73  0.098
N: 1.31 -4.59 -0.78  0.034
H: 1.78 -5.33 -0.29  0.008
H: 1.30 -4.82 -1.77  0.024
H: 0.32 -4.60 -0.50  -0.030
I: -8.47 -4.62 -2.06  0.782
C: -6.38 -4.55 -1.85  -0.755
C: -5.59 -4.47 -2.99  -0.160
C: -4.21 -4.40 -2.84  -0.017
C: -3.63 -4.42 -1.58  -0.123
C: -4.44 -4.49 -0.46  -0.017
C: -5.82 -4.55 -0.58  -0.160
C: -2.11 -4.30 -1.43  -0.749
O: -1.46 -4.06 -2.47  -0.135
O: -1.66 -4.40 -0.26  -0.119
H: -6.04 -4.46 -3.97  0.084
H: -3.56 -4.32 -3.70  0.114
H: -3.97 -4.48 0.51  0.118
H: -6.46 -4.58 0.29  0.088
F: 6.41 2.77 2.71  0.024
C: 5.55 1.83 2.22  -0.294
C: 4.45 1.48 2.98  -0.016
C: 3.59 0.51 2.47  -0.116
C: 3.82 -0.09 1.23  -0.354
C: 4.94 0.31 0.51  -0.122
C: 5.82 1.27 0.99  -0.037
Sb: 2.48 -1.65 0.60  1.542
C: 3.30 -1.80 -1.39  -0.356
C: 3.21 -0.71 -2.26  -0.103
C: 3.75 -0.76 -3.53  -0.003
C: 4.38 -1.92 -3.93  -0.290
F: 4.93 -1.98 -5.18  0.022
C: 4.48 -3.03 -3.12  -0.024
C: 3.93 -2.96 -1.84  -0.127
C: 3.86 -3.18 1.38  -0.372
C: 3.30 -4.32 1.97  -0.149
C: 4.09 -5.33 2.51  -0.030
C: 5.46 -5.19 2.46  -0.299
F: 6.24 -6.18 2.98  0.020
C: 6.06 -4.09 1.90  -0.026
C: 5.26 -3.09 1.37  -0.112
H: 4.27 1.96 3.93  0.114
H: 2.72 0.24 3.06  0.089
H: 5.12 -0.12 -0.47  0.098
H: 6.68 1.59 0.42  0.115
H: 2.68 0.17 -1.91  0.074
H: 3.70 0.09 -4.20  0.111
H: 4.97 -3.92 -3.48  0.108
H: 4.00 -3.83 -1.20  0.087
H: 2.22 -4.42 2.00  0.088
H: 3.65 -6.21 2.96  0.109
H: 7.14 -4.02 1.88  0.109
H: 5.73 -2.22 0.93  0.091

The calculation puts the LUMO energy at 3.16 eV. As for the charge: -2. The value obtained for the HOMO energy is -2.7 eV. The energy above the lowest of the compared OMol25 structures with the same formula, charge and spin is 0.0 kJ/mol. The orbital gap is 5.86 eV. As for the multiplicity: 1.

=====

Record 4
Here is a cluster of 2 separate species, C5H13NO in total at a distorted geometry from the OMol25 dataset. Energies are from wB97M-V/def2-TZVPD.

Last column: natural (NBO) charge in e.
CARTESIAN COORDINATES (ANGSTROEM)
C: -1.07 -3.23 -0.24  -0.412
C: -1.08 -2.05 0.35  -0.159
C: -0.22 -0.83 0.04  -0.452
C: -1.01 0.36 -0.53  -0.042
C: -1.96 -0.06 -1.65  -0.625
N: -0.01 1.34 -1.02  -0.835
H: -1.76 -3.99 0.12  0.197
H: -0.62 -3.42 -1.21  0.198
H: -1.83 -1.80 1.11  0.189
H: 0.68 -1.01 -0.57  0.209
H: 0.06 -0.52 1.05  0.214
H: -1.58 0.81 0.28  0.173
H: -2.30 0.81 -2.22  0.219
H: -2.77 -0.71 -1.32  0.214
H: -1.45 -0.62 -2.44  0.207
H: 0.93 1.14 -0.67  0.350
H: -0.10 2.22 -0.52  0.354
O: 4.17 3.24 2.61  -0.929
H: 4.79 3.87 2.97  0.465
H: 4.63 2.98 1.81  0.464

The calculation puts the LUMO energy at 0.78 eV. The value obtained for the HOMO energy is -9.3 eV. The energy above the lowest of the compared OMol25 structures with the same formula, charge and spin is 169.9 kJ/mol. The orbital gap is 10.10 eV. As for the multiplicity: 1.

=====

Electronic energy for the records above, in order: -136012.1532; -11409.7022; -96059.0606; -8932.2502 eV